{"formula": "C18H11N3O2S", "method": "ωB97M-V/def2-TZVPD", "smiles": "O=C1N=c2ccc(O)c(-c3ccc4cn[nH]c4c3)c2=C2C=CS[C@@H]12", "relative_energy_kcal_mol": 22.4, "homo_ev": -7.571, "gap_ev": 5.8728, "elements": ["O", "C", "N", "C", "C", "C", "C", "O", "C", "C", "C", "C", "C", "C", "N", "N", "C", "C", "C", "C", "C", "C", "S", "C", "H", "H", "H", "H", "H", "H", "H", "H", "H", "H", "H"], "positions_angstrom": [[-0.0693, -1.0821, -5.2274], [0.3032, -0.6403, -4.1349], [0.6402, 0.6924, -4.0129], [0.7305, 1.1989, -2.7908], [0.9027, 2.5917, -2.7413], [0.9013, 3.2547, -1.5527], [0.6350, 2.5628, -0.3868], [0.5598, 3.2953, 0.7779], [0.4683, 1.1802, -0.3505], [0.1321, 0.5818, 0.9071], [1.1246, 0.2642, 1.7908], [0.8399, -0.3213, 3.0310], [-0.5248, -0.5812, 3.3333], [-1.1268, -1.2208, 4.5140], [-2.4336, -1.2935, 4.3452], [-2.6989, -0.7425, 3.1326], [-1.5368, -0.2906, 2.4602], [-1.2128, 0.3181, 1.2502], [0.5833, 0.4446, -1.5611], [0.4204, -0.9537, -1.6714], [0.0698, -2.0121, -0.7301], [-0.2578, -3.2304, -1.2775], [-0.2680, -3.2646, -3.0283], [0.6457, -1.6177, -3.0196], [1.0509, 3.1332, -3.6629], [1.0164, 4.3238, -1.5005], [0.3673, 2.6960, 1.5182], [2.1407, 0.5415, 1.5775], [1.6432, -0.5324, 3.7462], [-0.6126, -1.6498, 5.3843], [-3.6574, -0.4584, 2.8359], [-2.0105, 0.5985, 0.5676], [0.1041, -1.8966, 0.3455], [-0.5640, -4.0746, -0.6888], [1.6939, -1.8151, -3.1798]], "nbo_charge": [-0.55, 0.63, -0.51, 0.25, -0.20, -0.19, 0.29, -0.67, -0.06, -0.09, -0.24, -0.16, -0.15, -0.04, -0.20, -0.39, 0.17, -0.24, -0.16, 0.13, -0.29, -0.28, 0.36, -0.46, 0.24, 0.23, 0.49, 0.23, 0.23, 0.22, 0.41, 0.23, 0.24, 0.24, 0.28]}